(1)
{"formula": "C27H24N6O3W", "method": "the ωB97M-V functional and the def2-TZVPD basis", "elements": ["W", "O", "C", "N", "C", "C", "C", "C", "C", "C", "N", "C", "C", "C", "C", "C", "N", "H", "H", "H", "H", "H", "H", "H", "H", "H", "H", "O", "C", "O", "C", "C", "C", "C", "C", "C", "C", "C", "C", "N", "H", "H", "H", "H", "H", "H", "C", "C", "C", "C", "N", "N", "C", "H", "H", "H", "H", "H", "H", "H", "H"], "positions_angstrom": [[-0.552, -0.186, -0.052], [3.178, -1.324, -1.180], [2.064, -0.880, -1.156], [1.385, -0.504, 0.001], [2.135, -0.583, 1.246], [1.171, -0.347, 2.378], [1.557, -0.354, 3.706], [0.597, -0.204, 4.693], [-0.732, -0.047, 4.317], [-1.052, -0.022, 2.979], [-0.120, -0.166, 2.011], [1.219, -0.594, -2.358], [1.744, -0.534, -3.630], [0.934, -0.109, -4.672], [-0.374, 0.258, -4.385], [-0.833, 0.185, -3.087], [-0.060, -0.242, -2.069], [2.943, 0.155, 1.259], [2.628, -1.555, 1.338], [2.604, -0.475, 3.954], [0.880, -0.215, 5.736], [-1.511, 0.056, 5.058], [-2.073, 0.112, 2.649], [2.780, -0.812, -3.775], [1.313, -0.049, -5.683], [-1.035, 0.606, -5.166], [-1.850, 0.458, -2.836], [-4.273, 1.282, 0.033], [-3.091, 1.188, 0.034], [-2.406, 0.029, -0.017], [-2.124, 2.325, 0.072], [-2.574, 3.636, 0.175], [-1.658, 4.649, 0.199], [-0.290, 4.344, 0.081], [0.694, 5.356, 0.087], [2.017, 5.050, -0.058], [2.403, 3.710, -0.239], [1.474, 2.704, -0.245], [0.103, 2.982, -0.064], [-0.831, 1.961, -0.036], [-3.638, 3.814, 0.243], [-1.973, 5.680, 0.296], [0.377, 6.385, 0.201], [2.765, 5.831, -0.047], [3.449, 3.476, -0.384], [1.790, 1.691, -0.414], [0.484, -5.432, 1.471], [-0.187, -4.394, 0.649], [-0.938, -4.486, -0.507], [-1.315, -3.185, -0.839], [-0.818, -2.321, 0.071], [-0.130, -3.088, 0.960], [-2.158, -2.731, -1.980], [0.243, -6.424, 1.101], [0.176, -5.364, 2.515], [1.568, -5.310, 1.426], [-1.187, -5.391, -1.034], [0.257, -2.699, 1.801], [-2.983, -3.427, -2.127], [-1.586, -2.718, -2.909], [-2.579, -1.749, -1.788]], "e_tot_ha": -1664.2605, "total_charge": 2, "gap_ev": [6.65, 6.58]}

=====

(2)
{"formula": "C27H25AuF5N5S", "method": "the ωB97M-V functional and the def2-TZVPD basis", "elements": ["Au", "C", "N", "C", "C", "N", "C", "C", "C", "C", "C", "C", "N", "C", "N", "C", "C", "C", "C", "C", "C", "N", "H", "H", "H", "H", "H", "H", "H", "H", "H", "H", "H", "H", "H", "H", "H", "F", "C", "C", "F", "C", "F", "C", "S", "C", "F", "C", "F", "C", "C", "C", "C", "C", "H", "H", "H", "H", "H", "H", "H", "H", "H", "H"], "positions_angstrom": [[-1.044, -0.793, 0.418], [0.761, 2.513, 0.299], [0.022, 1.993, 1.431], [0.822, 1.591, 2.563], [1.592, 0.349, 2.211], [1.148, -0.612, 1.453], [2.160, -1.561, 1.405], [2.203, -2.789, 0.751], [3.355, -3.538, 0.884], [4.440, -3.087, 1.650], [4.408, -1.873, 2.309], [3.245, -1.125, 2.171], [2.853, 0.106, 2.669], [0.154, 2.063, -1.011], [-0.197, 0.683, -1.272], [0.487, 0.316, -2.468], [0.501, -0.913, -3.076], [1.222, -1.035, -4.268], [1.884, 0.059, -4.803], [1.871, 1.308, -4.172], [1.179, 1.412, -2.983], [0.964, 2.489, -2.138], [1.763, 2.075, 0.308], [0.881, 3.604, 0.303], [-0.788, 2.539, 1.680], [0.159, 1.362, 3.400], [1.531, 2.359, 2.908], [1.353, -3.133, 0.177], [3.423, -4.501, 0.394], [5.323, -3.708, 1.730], [5.245, -1.532, 2.905], [3.376, 0.703, 3.285], [-0.044, -1.745, -2.647], [1.257, -1.988, -4.779], [2.431, -0.052, -5.730], [2.393, 2.153, -4.602], [1.078, 3.445, -2.414], [-1.607, -3.630, 6.552], [-1.906, -3.225, 5.314], [-3.014, -2.433, 5.085], [-3.787, -2.062, 6.112], [-3.311, -2.017, 3.799], [-4.384, -1.236, 3.641], [-2.531, -2.367, 2.699], [-2.964, -1.823, 1.077], [-1.432, -3.182, 2.968], [-0.633, -3.589, 1.977], [-1.111, -3.599, 4.246], [-0.040, -4.372, 4.457], [-1.959, 1.469, -3.768], [-2.181, 2.222, -2.455], [-2.039, 3.731, -2.699], [-3.616, 1.931, -1.993], [-1.289, 1.825, -1.268], [-2.804, 1.684, -4.424], [-1.921, 0.393, -3.613], [-1.049, 1.773, -4.285], [-2.721, 4.041, -3.494], [-1.029, 3.997, -3.010], [-2.291, 4.302, -1.802], [-4.328, 2.243, -2.759], [-3.853, 2.464, -1.070], [-3.751, 0.863, -1.808], [-1.860, 1.458, -0.425]], "e_tot_ha": -2350.8416, "relative_energy_kcal_mol": 14.0, "gap_ev": 7.58}

=====

(3)
{"formula": "C27H25AuNO4PS2Te", "method": "the ωB97M-V functional and the def2-TZVPD basis", "elements": ["Au", "S", "C", "C", "C", "C", "C", "C", "N", "C", "C", "C", "C", "C", "C", "C", "H", "H", "H", "H", "H", "H", "H", "H", "C", "C", "O", "S", "C", "C", "C", "C", "C", "C", "C", "C", "H", "H", "H", "H", "H", "H", "H", "C", "C", "O", "P", "O", "Te", "O", "C", "C", "H", "H", "H", "H", "H", "H", "H", "H", "H", "H"], "positions_angstrom": [[1.632, 0.476, 0.246], [5.905, 1.759, 0.232], [5.966, 0.019, 0.290], [7.085, -0.798, 0.309], [6.887, -2.167, 0.356], [5.595, -2.696, 0.391], [4.484, -1.877, 0.376], [4.666, -0.498, 0.320], [3.683, 0.464, 0.297], [4.176, 1.693, 0.261], [3.270, 2.793, 0.248], [3.652, 4.141, 0.254], [2.693, 5.127, 0.263], [1.344, 4.788, 0.258], [0.948, 3.453, 0.246], [1.901, 2.455, 0.242], [8.079, -0.372, 0.288], [7.744, -2.827, 0.370], [5.464, -3.770, 0.431], [3.479, -2.275, 0.420], [4.709, 4.383, 0.256], [2.988, 6.168, 0.274], [0.586, 5.559, 0.264], [-0.104, 3.214, 0.233], [-7.449, 3.944, -0.122], [-7.449, 2.875, -1.168], [-7.454, 3.024, -2.348], [-7.420, 1.163, -0.424], [-5.646, 1.080, -0.253], [-4.823, 1.186, -1.370], [-3.448, 1.121, -1.221], [-2.884, 0.935, 0.045], [-3.721, 0.817, 1.157], [-5.095, 0.894, 1.011], [-1.468, 0.833, 0.185], [-0.269, 0.731, 0.266], [-7.476, 4.933, -0.578], [-6.553, 3.838, 0.492], [-8.309, 3.805, 0.532], [-5.265, 1.315, -2.349], [-2.797, 1.192, -2.082], [-3.277, 0.677, 2.135], [-5.749, 0.809, 1.869], [1.933, -4.810, 0.824], [1.966, -4.460, -0.652], [0.807, -3.717, -1.034], [0.613, -2.143, -0.863], [1.235, -1.698, 0.457], [1.378, -0.782, -2.665], [-0.972, -2.077, -0.874], [-1.704, -2.623, 0.242], [-3.040, -3.124, -0.260], [2.778, -5.455, 1.072], [1.008, -5.338, 1.058], [1.985, -3.906, 1.431], [1.938, -5.360, -1.265], [2.870, -3.899, -0.904], [-1.834, -1.827, 0.975], [-1.130, -3.428, 0.707], [-3.587, -2.310, -0.737], [-3.628, -3.503, 0.577], [-2.896, -3.923, -0.987]], "e_tot_ha": -2941.0516, "gap_ev": 6.02}

=====

(4)
{"formula": "C27H25BaNO2S2Sb", "method": "the ωB97M-V functional and the def2-TZVPD basis", "elements": ["Ba", "S", "C", "C", "C", "C", "C", "C", "S", "H", "H", "H", "H", "N", "C", "C", "C", "O", "O", "H", "H", "H", "H", "H", "H", "C", "C", "C", "C", "C", "C", "Sb", "C", "C", "C", "C", "C", "C", "C", "C", "C", "C", "C", "C", "H", "H", "H", "H", "H", "H", "H", "H", "H", "H", "H", "H", "H", "H", "H"], "positions_angstrom": [[8.916, 17.547, 10.413], [11.840, 18.406, 11.173], [12.568, 17.128, 12.162], [13.830, 17.357, 12.730], [14.413, 16.525, 13.687], [13.811, 15.301, 14.002], [12.602, 14.982, 13.394], [11.956, 15.864, 12.546], [10.321, 15.418, 12.024], [14.306, 18.296, 12.494], [15.375, 16.869, 14.111], [14.403, 14.626, 14.645], [12.088, 14.065, 13.548], [9.191, 18.523, 13.169], [9.033, 19.888, 13.430], [7.626, 20.361, 12.889], [7.431, 19.813, 11.392], [6.641, 18.900, 11.299], [8.151, 20.220, 10.434], [8.491, 17.962, 13.633], [10.117, 18.151, 13.378], [9.821, 20.439, 12.885], [9.062, 20.127, 14.499], [7.603, 21.462, 12.812], [6.767, 20.072, 13.457], [9.382, 9.964, 6.274], [8.858, 9.759, 7.560], [9.232, 10.533, 8.592], [10.172, 11.555, 8.432], [10.724, 11.758, 7.170], [10.399, 10.970, 6.089], [10.392, 12.815, 10.216], [9.076, 14.253, 9.175], [9.521, 15.142, 8.207], [8.543, 15.829, 7.481], [7.166, 15.753, 7.751], [6.713, 14.887, 8.707], [7.669, 14.072, 9.372], [12.349, 13.664, 9.612], [12.603, 15.004, 9.570], [13.817, 15.458, 9.124], [14.879, 14.617, 8.918], [14.669, 13.241, 9.033], [13.374, 12.729, 9.298], [9.032, 9.253, 5.514], [8.310, 8.849, 7.624], [8.838, 10.371, 9.586], [11.650, 12.371, 7.019], [10.903, 10.989, 5.184], [10.565, 15.172, 7.938], [8.870, 16.444, 6.623], [6.502, 16.294, 7.065], [5.661, 14.761, 8.749], [7.309, 13.275, 10.047], [11.759, 15.641, 9.966], [14.074, 16.545, 9.069], [15.888, 14.985, 8.642], [15.454, 12.536, 8.867], [13.162, 11.630, 9.339]], "e_tot_ha": -2311.3510, "total_charge": -1, "gap_ev": 5.97}